# 1
The following is a quantum chemistry calculation of a structure of composition C28H47BaBrN2OP2 at a distorted geometry, from the Open Molecules 2025 dataset.

Geometry as XYZ:
```
82
Properties=species:S:1:pos:R:3:forces:R:3:lowdin_charge:R:1
N -4.92359 -1.19224 3.21456 0.180 0.290 0.268 0.0731
C -4.05530 -0.27517 3.65938 0.032 -0.166 -0.542 -0.1296
C -3.55457 0.75254 2.84908 -0.515 0.101 -0.454 -0.0276
C -4.03009 0.87173 1.51232 -1.266 -1.066 0.858 -0.2271
C -4.86307 -0.17130 1.03899 0.086 0.188 0.825 -0.0052
C -5.31238 -1.14371 1.94039 0.483 0.209 -0.250 -0.1267
C -3.68922 2.01188 0.67856 0.531 0.392 -0.704 -0.0545
Ba 0.03313 1.18862 0.40666 -0.772 -1.389 0.060 1.7055
P 2.25302 0.34766 -1.61553 -0.150 0.121 -0.533 0.8366
C -3.61139 1.96487 -0.68579 -0.477 -0.256 0.511 -0.0308
C -2.51273 2.57573 -1.42536 0.565 1.107 -0.154 -0.2546
C -2.30650 2.24270 -2.78702 -0.109 0.311 0.464 0.0006
C -1.21985 2.74787 -3.49421 -0.070 0.154 0.513 -0.0814
C -0.29443 3.53599 -2.81387 1.022 0.350 -1.041 -0.5846
C -0.40990 3.85226 -1.46934 -0.598 0.341 0.351 -0.1754
C -1.55288 3.40597 -0.77153 0.156 -0.089 -0.910 -0.1846
Br 1.21937 4.24746 -3.84934 -1.494 0.070 0.380 0.8649
H -3.41980 2.94346 1.21552 0.678 -0.780 -0.274 0.1321
H -4.32414 1.37414 -1.29801 0.930 -0.313 0.637 0.1355
H -2.84669 1.47249 3.27439 -0.393 -0.046 -0.172 0.0971
H -5.21087 -0.19699 0.01504 -0.082 0.090 0.041 0.1089
H -3.75346 -0.36592 4.71127 -0.102 0.063 -0.475 0.1166
H -6.00469 -1.92929 1.62077 0.222 0.314 0.063 0.1238
H -3.03939 1.61449 -3.29117 0.146 0.129 0.080 0.1325
H -1.70599 3.70800 0.27202 0.071 -0.046 -0.406 0.1052
H -1.10630 2.57730 -4.55737 0.007 -0.125 0.089 0.1235
H 0.33529 4.51610 -1.00935 -0.426 -0.289 -0.129 0.1252
P -0.72353 -2.47655 -0.25209 -0.386 -1.079 -0.292 0.8872
C 2.72536 1.94688 -0.80083 0.527 0.133 -0.002 -0.5183
C 3.53814 2.98312 -1.57600 0.045 0.730 -0.042 -0.1472
H 3.25131 1.63974 0.11778 -0.141 0.181 0.012 0.0804
H 1.82604 2.53951 -0.49404 0.586 -0.327 -0.203 -0.0430
H 3.74299 3.82659 -0.89547 0.173 -0.265 -0.241 0.0920
H 4.49076 2.63478 -2.00189 -0.469 -0.026 0.276 0.0762
H 2.90800 3.41234 -2.37084 0.632 -0.426 0.345 -0.0389
C 1.93122 0.84188 -3.36507 -0.353 0.058 -0.146 -0.4298
C 3.05713 0.83237 -4.40405 0.060 0.075 -0.297 -0.1282
H 1.52413 1.86981 -3.30241 0.165 -0.746 0.004 -0.0291
H 1.10170 0.20247 -3.72510 0.349 0.226 0.175 0.0706
H 2.61783 1.11050 -5.37284 0.138 -0.101 0.204 0.0828
H 3.84076 1.57805 -4.20325 -0.206 -0.346 0.095 0.0706
H 3.51002 -0.16188 -4.54280 -0.089 0.369 0.180 0.0794
C 3.76428 -0.70733 -1.58063 -0.042 -0.255 0.418 -0.4016
C 5.12937 -0.01970 -1.60922 0.311 -0.204 -0.147 -0.1365
H 3.67954 -1.42655 -2.41823 -0.121 0.310 0.385 0.0912
H 3.67187 -1.29405 -0.64502 0.066 0.135 -0.486 0.0657
H 5.90474 -0.79174 -1.51365 -0.154 0.196 0.001 0.0868
H 5.31786 0.49148 -2.56379 -0.108 -0.005 0.394 0.0694
H 5.26300 0.66708 -0.76226 -0.039 -0.075 -0.340 0.0726
C 0.24847 -3.94355 0.35228 0.083 0.419 0.240 -0.4195
C 1.75900 -3.72998 0.25321 0.152 -0.290 0.108 -0.1643
H -0.06830 -4.82727 -0.22745 0.065 0.326 0.162 0.0973
H -0.04935 -4.12017 1.39932 0.240 0.052 -0.375 0.0707
H 2.27388 -4.63260 0.60404 0.023 0.221 -0.126 0.0808
H 2.08919 -3.53781 -0.77703 -0.102 -0.047 0.226 0.0575
H 2.09348 -2.89679 0.88514 -0.102 -0.095 -0.121 0.0582
C -0.59357 -2.82985 -2.07205 0.302 0.282 0.256 -0.4315
C -1.46376 -1.90123 -2.92048 0.092 -0.156 -0.290 -0.1601
H -0.85254 -3.89029 -2.23184 0.024 0.394 0.039 0.0917
H 0.47296 -2.72087 -2.32722 -0.300 0.017 -0.111 0.0644
H -1.33204 -2.15328 -3.97871 -0.117 0.118 0.121 0.0808
H -2.53230 -2.01430 -2.68883 0.294 0.088 -0.017 0.0683
H -1.17530 -0.84389 -2.80352 -0.095 -0.213 0.076 0.0399
C -2.40762 -3.21890 0.01865 -0.092 0.407 -0.088 -0.4272
C -2.70650 -3.50924 1.49020 -0.210 0.024 0.036 -0.1591
H -2.49325 -4.13467 -0.59212 0.106 0.302 0.216 0.0943
H -3.13241 -2.49474 -0.38838 0.059 -0.250 0.182 0.0591
H -3.74607 -3.83121 1.60291 0.147 0.001 0.036 0.0758
H -2.07149 -4.31041 1.88952 -0.194 0.255 -0.092 0.0651
H -2.58548 -2.61105 2.11234 0.052 -0.198 -0.099 0.0568
C 2.34326 -0.47677 4.88911 0.187 -0.009 -0.089 0.0035
N 1.26206 0.50720 4.97178 -0.543 0.211 -0.869 -0.1595
C 0.94487 1.09704 6.27327 -0.577 0.318 0.323 -0.0118
C 0.57902 0.90376 3.91025 0.559 -0.293 -0.586 -0.2903
O 0.87105 0.63958 2.69722 -0.369 0.136 1.462 -0.3536
H 2.73948 -0.57519 5.90219 0.095 -0.131 -0.363 0.0942
H 3.13292 -0.12771 4.21170 -0.213 -0.167 0.170 0.1038
H 1.95655 -1.45060 4.55721 0.125 0.346 0.019 0.1091
H 0.99174 2.19478 6.21536 0.127 -0.405 0.109 0.1051
H -0.07108 0.81806 6.59441 0.416 -0.023 -0.010 0.1067
H 1.67529 0.73115 6.99652 -0.269 0.201 -0.061 0.0965
H -0.31829 1.51543 4.12165 0.435 -0.068 0.130 0.1459
```
Positions in Å, forces in eV/Å.

Values from the calculation:
* max |F|: 1.9 eV Å⁻¹
* net charge: +2
* multiplicity: 1
* DFT total energy: -124127.2815 eV
* E_LUMO: -6.23 eV



# 2
The following is a quantum chemistry calculation of a structure of composition C28H47ClN2O4SSn at a distorted geometry, from the Open Molecules 2025 dataset.

Geometry as XYZ:
```
84
Properties=species:S:1:pos:R:3:forces:R:3:lowdin_charge:R:1
C 0.06867 -0.77195 4.53991 -0.586 -0.624 -0.060 0.1177
C -0.76861 -0.85458 3.67010 0.124 -0.232 -0.536 -0.1109
C -1.75674 -1.17333 2.57070 -0.015 -0.329 0.982 -0.1379
C -1.18683 -2.17328 1.51676 0.725 -0.344 -0.462 -0.1895
C -2.26538 -3.11185 0.86738 0.034 2.120 -0.029 -0.2580
C -3.37041 -2.42665 0.01365 -0.742 -0.390 -0.190 -0.1821
C -4.44832 -1.64243 0.82609 0.065 -0.023 -0.229 -0.1913
C -5.16822 -2.47146 1.93453 -0.018 0.981 -0.344 -0.2750
N -6.56896 -1.99864 1.96939 0.427 -0.479 -0.036 -0.0169
S -1.35185 -4.40110 -0.03726 -2.093 -4.171 1.480 0.6723
O -1.22197 -5.50737 0.87517 1.168 1.161 0.511 -0.2585
O -2.00788 -4.87519 -1.22338 0.703 1.990 -0.727 -0.2671
O 0.18048 -3.83519 -0.25964 -1.304 1.026 -0.558 -0.2011
C 0.22759 -2.47064 -0.67579 1.324 0.621 -0.495 -0.6333
Cl -0.73653 -2.19834 -2.21488 -0.113 -0.125 0.608 0.8236
C 1.73382 -2.27814 -1.08762 0.024 -0.445 0.330 -0.1563
C 2.04092 -2.71853 -2.55138 0.679 -0.385 0.223 -0.1784
C 3.57572 -3.08912 -2.60416 0.363 0.753 -0.330 -0.2018
C 4.44925 -1.95705 -3.36321 -1.853 0.554 1.924 -0.3968
N 4.37433 -0.72457 -2.70072 0.304 -0.699 -0.935 -0.1187
C 3.95974 0.43892 -3.33592 -0.523 2.928 -0.134 -0.0777
C 3.93877 1.48206 -2.44120 0.820 -1.806 1.344 -0.0022
C 4.40413 0.89618 -1.14186 -0.394 -0.273 -1.715 0.0076
C 4.66234 -0.44479 -1.36919 -0.159 1.596 1.662 -0.0696
C -0.19800 -1.47747 0.47385 -0.483 0.526 1.090 -0.3855
O 1.00645 -1.23351 1.23661 -0.172 -0.018 -0.675 -0.0113
C -0.69159 -0.09039 -0.02140 0.261 0.219 -0.805 -0.1370
C 0.28542 0.68219 -0.96986 -0.687 0.845 0.059 -0.1951
C -0.53863 1.87106 -1.59089 0.409 -0.237 -0.358 -0.1848
C 0.34495 3.10534 -1.97121 -1.082 0.133 -0.587 -0.2068
C -0.34253 4.48157 -1.69127 1.248 0.477 0.517 -0.1944
C -0.08386 4.98375 -0.21310 -0.904 -0.890 -0.963 -0.2018
C -1.21866 4.54155 0.76033 1.112 0.793 0.949 -0.2000
C -0.63721 4.64271 2.23691 -1.001 -1.059 -1.669 -0.2054
C 0.14302 3.31994 2.52958 0.738 1.091 1.427 -0.2711
C 1.04336 3.58758 3.79919 -0.270 -0.229 -1.194 -0.1116
H 0.69574 -0.95231 5.40868 -0.296 0.540 -0.647 0.0500
H -2.58690 -1.70936 3.08456 0.424 0.396 -0.309 0.1186
H -2.20696 -0.26189 2.14599 0.314 -0.418 0.135 0.1009
H -0.51315 -2.85045 2.09231 -0.406 0.414 -0.367 0.1596
H -2.78238 -3.62423 1.70722 0.582 -0.251 -0.707 0.1445
H -3.00496 -1.76322 -0.78935 0.155 -0.431 0.466 0.0749
H -3.91984 -3.24624 -0.50486 0.407 0.482 0.258 0.1269
H -5.23591 -1.35723 0.09276 0.478 -0.268 0.406 0.1216
H -4.04684 -0.67382 1.19792 -0.235 -0.654 -0.011 0.0991
H -4.68971 -2.30385 2.93003 0.017 -0.492 -0.632 0.1034
H -5.12982 -3.54043 1.63249 -0.167 0.544 0.440 0.1226
H -7.08285 -2.46515 2.71114 0.014 0.251 -0.080 0.0715
H -6.58936 -0.99242 2.12214 -0.088 -0.287 0.135 0.0719
H 2.30077 -2.91250 -0.36908 -0.365 0.386 -0.392 0.1400
H 2.09099 -1.24713 -0.93848 -0.417 -0.438 -0.002 0.1000
H 1.49100 -3.62957 -2.86235 0.024 0.717 0.235 0.1222
H 1.82402 -1.86344 -3.22534 0.100 -0.709 0.129 0.1110
H 3.70323 -4.13785 -3.08439 -0.373 0.443 0.731 0.0406
H 4.00657 -3.17539 -1.58382 -0.016 -0.201 -0.713 0.1373
H 5.56466 -2.37541 -3.40527 0.259 1.045 0.422 0.0336
H 4.05794 -1.76976 -4.41266 0.274 0.033 0.352 0.1108
H 3.64822 0.62564 -4.37270 0.353 -1.110 0.334 0.1434
H 3.66700 2.52677 -2.61137 0.031 -0.619 -0.059 0.1203
H 4.49610 1.44958 -0.20249 0.096 -0.467 -0.430 0.1251
H 5.02976 -1.13233 -0.60033 -0.214 -0.089 -0.801 0.1428
H 0.88595 -0.36716 1.65406 0.144 -0.305 0.175 0.0975
H -0.85540 0.59260 0.84395 0.182 -0.634 -0.351 0.1176
H -1.66954 -0.11954 -0.54737 0.540 -0.358 0.403 0.1096
H 0.69140 0.07503 -1.79975 -0.269 0.183 0.433 0.0724
H 1.15488 1.11232 -0.42234 -0.524 -0.401 -0.125 0.1042
H -1.01785 1.49975 -2.52652 0.176 0.160 0.633 0.1187
H -1.38855 2.15489 -0.93382 0.729 -0.106 -0.196 0.0969
H 1.32802 3.05302 -1.45722 -0.487 0.125 -0.300 0.0851
H 0.49137 3.06196 -3.07572 0.321 -0.077 0.708 0.1052
H 0.14242 5.24436 -2.34236 -0.432 -0.577 0.150 0.1053
H -1.42356 4.46704 -1.94230 0.598 -0.076 0.185 0.1188
H 0.03369 6.08379 -0.25289 -0.255 -0.529 0.370 0.1143
H 0.88460 4.56211 0.13075 -0.458 0.274 -0.178 0.0941
H -2.10149 5.19481 0.62314 0.387 -0.377 0.053 0.1139
H -1.52852 3.48626 0.63711 0.122 0.549 -0.283 0.0839
H 0.03176 5.52373 2.27412 -0.405 -0.433 0.318 0.1115
H -1.52550 4.75457 2.89126 0.873 0.021 0.125 0.1160
H 0.84634 3.05812 1.70904 -0.645 0.097 0.145 0.0874
H -0.53650 2.46979 2.74162 0.212 0.433 -0.302 0.0932
H 0.38119 3.87730 4.63346 0.613 -0.223 -0.160 0.0788
H 1.67330 2.70379 4.01445 -0.420 0.444 0.271 0.0612
H 1.71862 4.42726 3.52713 -0.379 -0.423 0.460 0.0742
Sn 5.09969 -3.74119 -4.63712 0.300 -1.642 -1.502 1.7543
```
Positions in Å, forces in eV/Å.

Values from the calculation:
* max |F|: 4.9 eV Å⁻¹
* net charge: +2
* multiplicity: 1
* DFT total energy: -70132.4777 eV
* E_LUMO: -10.95 eV



# 3
The following is a quantum chemistry calculation of a structure of composition C28H47CoF5N4OS2SbTe at a distorted geometry, from the Open Molecules 2025 dataset.

Geometry as XYZ:
```
90
Properties=species:S:1:pos:R:3:forces:R:3:lowdin_charge:R:1
Co 0.84905 -0.01392 1.02880 0.073 -0.362 0.050 0.7561
C 0.15627 5.18442 -1.55470 -0.750 -0.849 0.544 -0.0542
C 0.09587 4.74773 -0.06757 1.129 0.015 0.146 -0.3765
C -0.20392 5.92699 0.85744 -0.714 1.205 0.832 -0.0773
C -0.88678 3.62972 0.22982 -0.009 -0.260 0.378 -0.2155
C -0.66456 2.72625 1.28320 0.646 -0.065 -0.353 -0.0614
C -1.62977 1.82617 1.70816 0.540 0.341 -0.142 -0.0697
C -2.93278 1.88743 1.17107 0.024 -1.718 2.779 -0.2678
C -4.04673 1.17615 1.97476 0.682 0.337 -1.154 -0.0254
C -3.15250 2.72904 0.14116 -0.621 0.619 -1.443 -0.0533
C -2.11899 3.51733 -0.37418 -0.784 1.420 -0.733 -0.0421
H 0.92372 5.90799 -1.73587 0.488 0.458 0.076 0.0697
H -0.79807 5.63510 -1.84061 0.081 0.041 -0.011 0.0762
H 0.32656 4.33865 -2.23044 0.003 0.025 0.174 0.0715
H 1.10753 4.42713 0.30470 -0.668 -0.126 -0.756 0.1257
H -1.26107 6.30278 0.75670 0.975 -0.338 -0.019 0.1015
H 0.48152 6.79596 0.74867 -0.367 -0.556 -0.502 0.0878
H -0.05651 5.67309 1.92457 -0.300 -0.276 -0.450 0.0814
H 0.30610 2.73489 1.77826 -0.074 0.069 0.056 0.0989
H -1.31549 1.17216 2.52656 -0.645 0.015 -0.041 0.1013
H -3.64810 0.53017 2.74194 0.285 -0.418 -0.016 0.0653
H -4.74226 0.64199 1.33558 -0.055 -0.206 -0.079 0.0696
H -4.61231 1.91037 2.50989 -0.431 0.633 0.229 0.0745
H -4.16272 2.81282 -0.29018 0.554 -0.014 0.171 0.1357
H -2.37962 4.20909 -1.19757 0.223 -0.515 0.456 0.1294
N 3.35689 2.51960 0.71527 0.529 0.751 -2.424 0.1347
C 3.25119 1.95412 1.89336 -0.668 -1.612 1.792 -0.6788
N 2.41030 0.93840 2.13886 0.123 0.492 0.471 0.0121
C 2.48621 0.56377 3.49175 -0.823 -1.274 -0.890 -0.3308
C 3.32925 1.25366 4.26341 0.261 -0.429 1.203 -0.3452
S 4.11250 2.43213 3.31254 0.633 0.842 -0.343 1.1131
C 1.66733 -0.62079 3.85449 -0.136 1.213 -1.337 -0.3186
C 1.62796 -1.24975 5.01587 0.345 -0.804 0.690 -0.3449
S 0.49141 -2.55622 5.03117 -0.358 0.777 -0.977 1.0979
C -0.02847 -2.00236 3.43583 1.405 0.856 1.211 -0.6670
N 0.73466 -1.05688 2.89573 -0.164 -0.092 0.666 0.0144
N -1.18083 -2.33811 2.88458 0.466 1.105 -2.250 0.1372
H 2.92644 1.99962 -0.06535 0.263 0.332 0.571 0.1087
H 4.19803 3.05110 0.44774 -0.741 -0.501 0.439 0.1328
H 3.58289 1.06233 5.33201 -0.247 0.380 -1.211 0.1113
H 2.28978 -1.07339 5.82636 0.282 -0.019 0.590 0.0793
H -1.61285 -3.16435 3.12492 -1.086 -2.041 0.778 0.0816
H -1.10022 -2.18704 1.87104 -0.673 0.071 0.218 0.0121
F 3.83736 -0.94399 -1.02742 0.800 -0.522 -0.017 -0.2190
Te 6.41997 -0.70408 -0.86608 -0.854 0.615 1.502 2.0046
F 6.61331 -0.63848 1.11204 -0.204 0.060 -0.840 -0.5751
F 5.74284 1.05952 -0.61846 0.284 -1.019 -0.249 -0.4475
F 8.14610 -0.09529 -0.91142 0.500 0.150 -0.238 -0.4369
F 6.25366 -0.37035 -2.73168 0.115 0.314 -0.165 -0.5281
O 1.64548 0.09066 -0.70723 -0.296 0.339 0.179 -0.4222
C -3.51084 -2.75474 0.31594 -1.020 0.138 0.377 -0.1416
C -2.97557 -2.32512 -1.02238 0.979 -0.679 -1.877 -0.6712
C -3.02756 -3.51644 -2.03623 -0.691 -0.021 -0.321 -0.1154
C -3.84023 -1.22554 -1.64140 -0.318 0.427 0.379 -0.1189
Sb -0.82264 -1.73253 -0.82354 -0.277 0.165 0.464 1.6548
C 0.39602 -3.55156 -1.10028 0.641 0.099 1.136 -0.6754
C 1.14615 -3.66815 -2.41860 0.769 0.549 0.258 -0.0933
C -0.37957 -4.78674 -0.66411 0.079 0.139 1.005 -0.1223
C 1.47400 -3.42559 -0.00035 0.490 -0.685 0.425 -0.1612
C -0.34989 -0.24569 -2.34659 1.392 -0.236 -0.302 -0.6274
C -0.43443 -0.64112 -3.83663 -0.937 0.071 -0.033 -0.0830
C -1.18255 0.96399 -2.03707 -0.833 1.251 -0.149 -0.1484
C 1.14845 0.15561 -2.04719 0.600 -1.144 -0.473 -0.2904
H -4.59662 -2.79249 0.17433 -0.117 -0.677 -0.014 0.0866
H -3.49179 -1.99219 1.11065 0.761 -0.230 -0.107 0.0695
H -3.15243 -3.75534 0.62583 -0.094 0.658 0.078 0.0834
H -4.06567 -3.62173 -2.41311 0.286 0.090 0.306 0.0931
H -2.76758 -4.50424 -1.63585 -0.051 0.537 0.038 0.0567
H -2.43716 -3.33745 -2.95143 -0.007 0.023 0.435 0.0819
H -4.91058 -1.51377 -1.54191 0.580 0.203 -0.036 0.1028
H -3.66867 -0.97250 -2.68419 0.279 -0.628 -0.300 0.0758
H -3.68115 -0.26431 -1.17387 -0.246 0.295 0.683 0.0480
H 0.54381 -3.81675 -3.29804 -0.386 -0.009 -0.299 0.0720
H 1.86378 -4.49313 -2.35148 -0.182 -0.164 -0.008 0.0922
H 1.79466 -2.77179 -2.55434 -0.553 -0.448 -0.069 0.0811
H -1.07924 -5.08658 -1.37946 -0.899 -0.599 -1.109 0.0298
H -0.94980 -4.64977 0.29181 0.538 0.097 -0.634 0.0857
H 0.29993 -5.62587 -0.49610 0.127 0.056 -0.022 0.0957
H 2.14014 -2.58028 -0.11946 0.086 0.321 -0.093 0.0422
H 2.13706 -4.33954 -0.02760 -0.664 0.775 -0.007 0.1107
H 1.03658 -3.38570 1.01657 0.139 0.002 -0.431 0.0586
H -1.50029 -0.80839 -4.15666 0.914 0.298 0.329 0.0915
H 0.10092 -1.55877 -4.08097 0.148 0.088 0.127 0.0594
H -0.01824 0.17976 -4.45552 -0.222 -0.354 0.242 0.0983
H -2.25248 0.88753 -2.31132 0.590 -0.125 -0.084 0.0778
H -0.77873 1.88492 -2.56293 -0.379 -0.990 0.555 0.1115
H -1.19288 1.15911 -0.95803 0.174 0.197 -0.170 0.0302
H 1.84631 -0.48768 -2.63494 -0.649 0.226 0.138 0.1171
H 2.99898 -0.51495 -0.78638 -0.953 0.576 -0.036 -0.0038
H 1.30420 1.16218 -2.43667 -0.136 0.246 0.034 0.1183
```
Positions in Å, forces in eV/Å.

Values from the calculation:
* max |F|: 3.3 eV Å⁻¹
* net charge: +1
* energy above the lowest of the compared OMol25 structures with the same formula, charge and spin: 117.2 kJ/mol
* multiplicity: 4
* expectation value of S²: 3.7585
* DFT total energy: -124518.4039 eV
* E_LUMO (spin up / spin down): -2.25 / -2.98 eV